Molecular formula: C21H20ClN5O
Method: DFT, ωB97M-V/def2-TZVPD

Bonds (Å) are listed after each position.
Atoms and positions in Å:
1 C -5.93 2.41 1.38  C2 1.323, H29 1.082, H30 1.084
2 C -5.78 2.53 0.07  C1 1.323, C3 1.499, H31 1.086
3 C -5.16 3.73 -0.58  C2 1.499, N4 1.453, H32 1.089, H33 1.092
4 N -4.02 3.37 -1.39  C3 1.453, C5 1.349, N28 1.341
5 C -2.94 2.66 -1.02  N4 1.349, C6 1.378, H34 1.078
6 C -2.10 2.60 -2.11  C5 1.378, C7 1.455, C27 1.411
7 C -0.81 1.92 -2.20  C6 1.455, N8 1.329, C11 1.414
8 N -0.11 1.91 -3.33  C7 1.329, N9 1.352
9 N 1.01 1.21 -3.06  N8 1.352, C10 1.344, H35 1.003
10 C 1.02 0.77 -1.79  N9 1.344, C11 1.357, C26 1.490
11 C -0.12 1.20 -1.20  C7 1.414, C10 1.357, C12 1.491
12 C -0.19 0.74 0.22  C11 1.491, N13 1.482, H36 1.092, H37 1.093
13 N 1.13 0.07 0.36  C12 1.482, C14 1.363, C26 1.477
14 C 1.33 -0.69 1.47  N13 1.363, O15 1.216, C16 1.522
15 O 0.48 -0.75 2.35  C14 1.216
16 C 2.68 -1.37 1.61  C14 1.522, C17 1.501, C24 1.506, C25 1.503
17 C 2.71 -2.83 1.23  C16 1.501, C18 1.395, C22 1.396
18 C 3.27 -3.21 0.01  C17 1.395, C19 1.385, H38 1.083
19 C 3.31 -4.53 -0.40  C18 1.385, C20 1.386, H39 1.082
20 C 2.77 -5.51 0.41  C19 1.386, C21 1.384, H40 1.082
21 C 2.22 -5.17 1.64  C20 1.384, C22 1.388, H41 1.081
22 C 2.19 -3.84 2.04  C17 1.396, C21 1.388, Cl23 1.733
23 Cl 1.53 -3.49 3.60  C22 1.733
24 C 3.93 -0.55 1.46  C16 1.506, C25 1.500, H42 1.082, H43 1.082
25 C 3.47 -0.97 2.82  C16 1.503, C24 1.500, H44 1.081, H45 1.081
26 C 1.90 -0.02 -0.89  C10 1.490, N13 1.477, H46 1.093, H47 1.091
27 C -2.78 3.33 -3.11  C6 1.411, N28 1.322, H48 1.077
28 N -3.94 3.79 -2.67  N4 1.341, C27 1.322
29 H -6.40 1.53 1.82  C1 1.082
30 H -5.61 3.19 2.06  C1 1.084
31 H -6.10 1.74 -0.60  C2 1.086
32 H -5.86 4.21 -1.26  C3 1.089
33 H -4.86 4.46 0.18  C3 1.092
34 H -2.85 2.24 -0.03  C5 1.078
35 H 1.69 1.08 -3.79  N9 1.003
36 H -0.27 1.55 0.95  C12 1.092
37 H -0.99 0.03 0.42  C12 1.093
38 H 3.71 -2.44 -0.62  C18 1.083
39 H 3.75 -4.79 -1.35  C19 1.082
40 H 2.79 -6.55 0.11  C20 1.082
41 H 1.81 -5.92 2.29  C21 1.081
42 H 4.81 -1.02 1.04  C24 1.082
43 H 3.81 0.50 1.20  C24 1.082
44 H 3.03 -0.23 3.48  C25 1.081
45 H 4.03 -1.75 3.32  C25 1.081
46 H 2.00 -1.06 -1.22  C26 1.093
47 H 2.90 0.40 -0.79  C26 1.091
48 H -2.47 3.52 -4.12  C27 1.077

energy above the lowest of the compared OMol25 structures with the same formula, charge and spin = 1.9676 eV
multiplicity = 1
HOMO = -8.367 eV
max |F| = 0.007 Eh/bohr
orbital gap = 8.845 eV
LUMO = 0.48 eV
structure (SMILES) = C=CCn1cc(-c2n[nH]c3c2CN(C(=O)C2(c4ccccc4Cl)CC2)C3)cn1